{"formula": "C21H28N2O4S2", "method": "ωB97M-V/def2-TZVPD", "elements": ["C", "H", "O", "C", "C", "C", "C", "C", "C", "H", "H", "C", "N", "C", "N", "C", "O", "C", "H", "H", "C", "C", "C", "H", "C", "H", "H", "C", "H", "H", "C", "H", "H", "H", "H", "H", "H", "S", "C", "C", "H", "H", "S", "O", "O", "C", "H", "C", "H", "H", "H", "H", "H", "H", "H", "H", "H"], "coordinates": [[-1.560727, 4.279067, -1.922916], [-2.636469, 4.347199, -1.732042], [-0.842506, 3.999979, -0.745212], [-1.090748, 2.835198, -0.089505], [-0.341479, 2.615876, 1.067708], [-0.502605, 1.458456, 1.796076], [-1.420760, 0.492034, 1.403241], [-2.174247, 0.721006, 0.262999], [-2.014625, 1.874392, -0.485329], [-2.614714, 2.009682, -1.371211], [-2.895502, -0.013848, -0.066067], [-1.587829, -0.775802, 2.200929], [-1.626586, -1.943203, 1.338331], [-0.608325, -2.173960, 0.509099], [0.343763, -1.318800, 0.316827], [1.289414, -1.720207, -0.572082], [1.258943, -2.834134, -1.092508], [2.342053, -0.694686, -0.874856], [3.091967, -1.148506, -1.522067], [1.843623, 0.111445, -1.417473], [2.958466, -0.138222, 0.410031], [3.850487, 1.092911, 0.209203], [3.060572, 2.331357, -0.262091], [2.958765, 3.066816, 0.534677], [3.834072, 2.900309, -1.453659], [3.185308, 3.420740, -2.157055], [4.593783, 3.602874, -1.106576], [4.512113, 1.678992, -2.065990], [3.792721, 1.103823, -2.649334], [5.345215, 1.944663, -2.715935], [4.961116, 0.887757, -0.839591], [5.898427, 1.305076, -0.467781], [5.131018, -0.164695, -1.058361], [2.054483, 2.043961, -0.566987], [4.308499, 1.300985, 1.180830], [3.546614, -0.927712, 0.884063], [2.142869, 0.126924, 1.085198], [-0.668192, -3.718416, -0.302152], [-2.338622, -4.067177, 0.463072], [-3.427937, -3.928804, -0.568782], [-3.552561, -4.812590, -1.183553], [-3.315105, -3.043209, -1.188650], [-4.881797, -3.663433, 0.486463], [-5.918667, -2.924169, -0.175302], [-5.240003, -4.885435, 1.144508], [-3.986294, -2.581575, 1.660523], [-4.437444, -2.682439, 2.641435], [-2.536052, -3.045874, 1.601575], [-2.254028, -3.511854, 2.557912], [-4.119060, -1.572121, 1.282932], [-2.328776, -5.083378, 0.855270], [-2.521414, -0.749641, 2.768741], [-0.753518, -0.869357, 2.905924], [0.094541, 1.300787, 2.681696], [0.368304, 3.369911, 1.367263], [-1.375014, 3.526030, -2.695486], [-1.195531, 5.244994, -2.267972]], "forces_ev_per_a": [[-0.1, 0.0, -0.2], [0.0, 0.0, 0.0], [0.2, 0.0, 0.2], [0.0, -0.2, 0.2], [-0.1, 0.1, -0.2], [-0.2, 0.0, -0.1], [-0.3, 0.2, 0.0], [0.1, 0.0, 0.3], [0.0, 0.3, -0.2], [0.0, 0.1, -0.1], [-0.1, -0.1, -0.1], [0.1, 0.2, 0.0], [-0.3, 0.1, 0.1], [0.3, -0.5, -0.5], [-0.2, 0.4, 0.6], [0.3, -0.2, -0.3], [0.7, 0.3, -0.3], [0.1, -0.1, 0.1], [0.0, 0.0, 0.0], [0.0, 0.0, -0.1], [0.1, 0.2, -0.1], [0.0, -0.2, 0.2], [0.1, 0.1, 0.0], [-0.1, 0.0, 0.0], [-0.1, 0.0, -0.1], [0.0, 0.1, 0.0], [0.0, 0.1, 0.0], [0.1, 0.1, 0.0], [0.0, 0.0, -0.1], [0.0, 0.0, -0.1], [0.0, 0.0, 0.0], [0.1, 0.0, 0.0], [0.1, -0.1, 0.0], [-0.1, 0.0, 0.0], [0.0, 0.0, 0.0], [0.0, -0.1, 0.1], [0.0, 0.0, 0.1], [-1.0, -0.8, 0.4], [1.0, 0.0, -0.2], [-0.6, 0.2, 0.6], [-0.2, -0.1, 0.0], [0.0, 0.1, -0.1], [0.0, 0.5, -0.1], [0.1, 0.2, -0.2], [0.3, -0.4, 0.2], [-0.3, -0.5, -0.6], [-0.2, 0.0, 0.0], [0.3, -0.2, 0.4], [-0.1, 0.0, -0.2], [0.0, 0.1, 0.0], [0.0, 0.1, 0.0], [0.1, -0.1, 0.0], [-0.1, 0.0, 0.0], [0.1, 0.0, 0.1], [0.1, 0.1, 0.0], [0.0, 0.0, 0.0], [-0.1, -0.1, 0.0]], "multiplicity": 1, "lumo_ev": 0.45, "largest_force_ev_per_a": 1.31, "e_above_lowest_kcal_mol": 10.1, "orbital_gap_ev": 8.929, "e_tot_ha": -2023.86179, "total_charge": 0}